The following is a quantum chemistry calculation of C15H26N2O2S as an isolated structure in a non-equilibrium geometry, from the Open Molecules 2025 dataset.

Computed properties:
- LUMO energy: 0.4 eV
- Gap between HOMO and LUMO: 8.39 eV
- Electronic energy: -33871.2364 eV

Each line ends with the Mulliken charge.
Element x y z (Å)
C 1.77100 1.11688 -1.09621  -0.856
H -0.11907 -1.06162 2.07242  0.171
H 1.40278 0.78186 1.07062  0.155
C 6.62464 -1.26343 0.45241  -0.913
H 1.28448 0.91888 -2.14792  0.359
H 3.12479 -0.28565 -1.07005  1.144
H -5.75852 -1.13602 0.63170  0.656
H -1.03728 1.24992 2.31547  0.201
H -0.16294 2.76501 0.27756  0.262
H 7.54217 -1.46917 -0.53227  0.187
H 4.67699 -1.86970 0.69458  0.376
H 5.26538 -2.73835 -0.89739  0.193
N 5.05267 0.62203 0.28106  0.014
C -2.98199 -0.69678 0.32904  0.673
H -3.98017 1.03614 -0.27471  0.266
C -5.44528 -0.50524 0.03969  -0.978
O 3.46533 2.14438 0.99563  -0.697
S -6.73787 0.60645 -0.23361  -0.137
H -7.68025 -0.80863 -1.54314  0.208
C -0.56314 -0.91666 0.86260  -0.651
H 1.84843 2.40412 -1.04016  0.262
C -4.19941 0.15610 0.57502  -1.075
C -0.43635 1.46319 -0.09284  -0.614
C -1.46624 1.33218 1.12431  -0.753
H 3.68123 0.94935 -2.07534  0.326
C 4.00062 1.32093 0.08610  0.593
C 0.34309 -0.74679 -0.25776  -1.230
C 0.72794 0.74230 0.07911  0.574
H 1.22267 -1.30101 -0.22629  0.598
H -5.12045 -0.92930 -1.01187  0.329
H 5.63838 0.92617 1.25107  0.336
N -1.72039 -0.28959 0.83744  0.193
H 6.98314 -1.11493 1.31257  0.561
H 5.78238 -0.20140 -1.31835  0.305
H -8.93697 0.20048 -0.69339  0.330
H -8.04589 -1.03153 0.15067  0.309
H -0.98003 1.60741 -1.07333  0.134
C 5.57207 -0.32660 -0.23287  -0.194
H -0.93638 -2.12645 0.46796  0.264
C 5.33036 -1.73929 -0.02246  -0.595
H -4.29792 0.59061 1.42146  0.819
C -8.03294 -0.35336 -0.49598  -0.781
C 3.10524 0.63925 -0.97855  -1.564
H -2.40076 1.85385 1.05715  0.559
H -0.22386 -0.65126 -1.14067  0.321
O -3.18170 -1.86475 0.06954  -0.640